{"formula": "C32H96O32", "method": "the ωB97M-V functional and the def2-TZVPD basis", "e_above_lowest_kj_mol": 835.0, "largest_force_ha_per_bohr": 0.111, "e_lumo_ev": 0.177, "elements": ["C", "C", "O", "O", "H", "H", "H", "H", "H", "H", "C", "C", "O", "O", "H", "H", "H", "H", "H", "H", "C", "C", "O", "O", "H", "H", "H", "H", "H", "H", "C", "C", "O", "O", "H", "H", "H", "H", "H", "H", "C", "C", "O", "O", "H", "H", "H", "H", "H", "H", "C", "C", "O", "O", "H", "H", "H", "H", "H", "H", "C", "C", "O", "O", "H", "H", "H", "H", "H", "H", "C", "C", "O", "O", "H", "H", "H", "H", "H", "H", "C", "C", "O", "O", "H", "H", "H", "H", "H", "H", "C", "C", "O", "O", "H", "H", "H", "H", "H", "H", "C", "C", "O", "O", "H", "H", "H", "H", "H", "H", "C", "C", "O", "O", "H", "H", "H", "H", "H", "H", "C", "C", "O", "O", "H", "H", "H", "H", "H", "H", "C", "C", "O", "O", "H", "H", "H", "H", "H", "H", "C", "C", "O", "O", "H", "H", "H", "H", "H", "H", "C", "C", "O", "O", "H", "H", "H", "H", "H", "H"], "xyz": [[-3.4992, -1.2869, 2.2364], [-2.6054, -1.4570, 3.4351], [-1.7991, -2.6452, 3.5632], [-4.3840, -2.4185, 2.0835], [-2.9674, -1.1291, 1.2958], [-4.0784, -0.3661, 2.3164], [-3.3433, -1.3570, 4.2341], [-1.9240, -0.6222, 3.6057], [-1.4869, -2.6294, 4.4738], [-5.1852, -2.1371, 1.6326], [-1.1406, 1.3215, 4.2244], [-1.5722, 1.8749, 2.8671], [-2.0397, 0.8538, 2.0033], [0.1659, 0.8184, 4.1346], [-1.7158, 0.4830, 4.6172], [-1.1349, 2.1320, 4.9560], [-0.6917, 2.3344, 2.4147], [-2.3548, 2.6281, 2.9611], [-1.2640, 0.3176, 1.8153], [0.7363, 1.4581, 3.6924], [6.5561, 0.1031, -0.9912], [5.4970, 0.9579, -0.3426], [4.1335, 0.5342, -0.6679], [6.3716, 0.0300, -2.3776], [6.5981, -0.8845, -0.5316], [7.4562, 0.7206, -1.0079], [5.6092, 1.9945, -0.6621], [5.6107, 0.8809, 0.7386], [3.9785, 0.5327, -1.6197], [6.8609, -0.7264, -2.7096], [-1.9339, 3.4856, -0.8698], [-1.8338, 4.9879, -0.9914], [-2.4724, 5.4866, -2.1391], [-1.5212, 2.8680, -2.1033], [-2.9523, 3.1611, -0.6537], [-1.2337, 3.2316, -0.0727], [-0.7895, 5.2092, -1.2232], [-2.0412, 5.4841, -0.0436], [-2.0645, 5.0115, -2.8680], [-1.2078, 1.9720, -1.9395], [-6.0627, 0.2156, 0.8188], [-4.8097, 0.8288, 0.1337], [-5.0637, 1.5481, -1.0943], [-6.8582, 1.2528, 1.3525], [-5.8038, -0.4757, 1.6205], [-6.6779, -0.3431, 0.1115], [-4.1162, -0.0030, 0.0087], [-4.3448, 1.5833, 0.7685], [-5.4744, 2.3518, -0.7660], [-6.8818, 1.9419, 0.6843], [1.7167, 3.4681, -1.2455], [3.1204, 3.8427, -0.8588], [3.4034, 5.2565, -0.9752], [1.2618, 4.1391, -2.4041], [1.0575, 3.6703, -0.3996], [1.6689, 2.4066, -1.4903], [3.8786, 3.4357, -1.5303], [3.3871, 3.4412, 0.1199], [4.3626, 5.2851, -0.9924], [1.5467, 5.0410, -2.2279], [2.0896, -0.7621, -3.2556], [2.5602, -1.6472, -4.4377], [3.7990, -2.2179, -4.1505], [2.9361, 0.3881, -3.0984], [1.9880, -1.3860, -2.3670], [1.1052, -0.3043, -3.3636], [2.7524, -1.0223, -5.3121], [1.8136, -2.3990, -4.6936], [4.2763, -1.4867, -3.7466], [2.7779, 0.9795, -3.8419], [3.1929, 3.0768, 5.2490], [3.1882, 3.0214, 3.6726], [2.0300, 2.4322, 3.0571], [3.4740, 1.8153, 5.8622], [2.2812, 3.6061, 5.5297], [3.9645, 3.7920, 5.5382], [4.0937, 2.5263, 3.3177], [3.3280, 3.9896, 3.1895], [2.3450, 1.9409, 2.2914], [3.0124, 1.7869, 6.7037], [0.7324, -1.0109, 5.0384], [0.0132, -1.5288, 6.3448], [-0.6709, -2.7423, 6.0343], [1.6571, -1.9387, 4.5512], [1.3020, -0.1012, 5.2285], [0.0376, -0.7053, 4.2555], [-0.6027, -0.7599, 6.8114], [0.8375, -1.8135, 7.0001], [-0.7523, -3.1860, 6.8821], [1.2330, -2.7883, 4.3970], [-0.6917, -4.0946, 0.2967], [-0.7085, -4.0317, -1.2076], [-0.5393, -5.2766, -1.8212], [0.5544, -4.5023, 0.8611], [-1.4467, -4.7924, 0.6578], [-1.0003, -3.0736, 0.5305], [0.0656, -3.3257, -1.5167], [-1.6454, -3.5844, -1.5444], [-0.1974, -5.0889, -2.6991], [1.2025, -3.7968, 0.7585], [3.2314, -4.8156, -1.5402], [3.6182, -3.8306, -0.4040], [2.5810, -2.9026, -0.0382], [2.2849, -5.8128, -1.1034], [4.1173, -5.2625, -1.9912], [2.7813, -4.2149, -2.3324], [4.5065, -3.3258, -0.7892], [3.9221, -4.3297, 0.5171], [3.0346, -2.4300, 0.6708], [1.3802, -5.5768, -1.3267], [-0.5493, 3.2149, -5.3804], [0.3835, 2.0173, -4.9576], [1.6574, 2.4524, -4.5281], [-0.9387, 4.1665, -4.3805], [-1.4763, 2.7140, -5.6663], [-0.1425, 3.7523, -6.2364], [0.4258, 1.2983, -5.7761], [0.0233, 1.4197, -4.1182], [1.5254, 3.0561, -3.7885], [-0.9889, 3.7067, -3.5350], [3.5769, 0.3760, 2.9938], [4.1467, -1.0353, 2.5714], [3.1390, -1.8784, 2.2881], [2.9816, 1.0289, 1.8268], [4.3931, 0.9732, 3.4027], [2.8136, 0.3095, 3.7683], [4.7581, -1.5336, 3.3260], [4.6743, -1.0197, 1.6161], [2.6203, -1.9841, 3.0945], [3.3765, 0.6407, 1.0373], [-3.4559, 0.4097, -4.6268], [-4.6343, -0.3996, -4.1175], [-4.5933, -0.6352, -2.7057], [-2.2823, -0.3215, -4.6559], [-3.3722, 1.3556, -4.0912], [-3.7193, 0.7163, -5.6415], [-4.7084, -1.3842, -4.5785], [-5.5525, 0.1871, -4.1730], [-4.6600, 0.1498, -2.1541], [-2.3262, -1.0255, -5.3070], [0.6746, -0.9164, -0.2217], [-0.5949, -0.9440, -1.0881], [-0.6648, 0.2323, -1.9246], [0.4887, -0.3495, 1.0862], [1.5531, -0.5506, -0.7555], [1.0537, -1.9047, 0.0442], [-1.5543, -1.0364, -0.5770], [-0.6020, -1.8557, -1.6869], [-1.2471, 0.0154, -2.6586], [1.3083, -0.2509, 1.5782], [-4.4008, -2.5784, -1.3155], [-5.9578, -2.2891, -1.1890], [-6.3945, -2.0606, 0.1724], [-3.9595, -3.6546, -0.4893], [-3.9918, -1.6037, -1.0446], [-4.2413, -2.7319, -2.3824], [-6.5603, -3.1193, -1.5602], [-6.1997, -1.4193, -1.8010], [-7.3427, -1.9318, 0.0917], [-3.9557, -3.3654, 0.4286]], "lowdin_charge": [-0.2213, -0.2119, -0.0436, -0.0559, 0.0905, 0.1010, 0.1322, 0.0554, 0.0200, 0.0330, -0.1989, -0.1845, -0.1097, -0.1913, 0.1062, 0.1263, 0.1130, 0.1239, 0.0526, 0.0585, -0.2470, -0.1894, -0.0966, -0.0563, 0.1257, 0.1251, 0.1119, 0.1122, 0.0422, 0.0950, -0.1839, -0.2433, -0.0398, -0.0863, 0.1068, 0.1103, 0.1043, 0.1279, 0.0449, 0.0461, -0.2196, -0.1814, -0.0703, -0.0433, 0.1007, 0.0976, 0.0899, 0.1194, 0.0917, 0.0696, -0.2074, -0.2121, -0.0591, -0.0650, 0.1173, 0.1239, 0.1140, 0.1116, 0.0840, 0.1029, -0.1850, -0.2334, -0.0566, -0.0885, 0.1017, 0.0955, 0.1170, 0.1194, 0.0680, 0.0710, -0.1971, -0.1982, -0.1128, -0.0552, 0.1171, 0.1084, 0.0874, 0.1189, -0.1109, 0.0874, -0.2384, -0.1636, -0.0710, -0.0438, 0.1146, 0.0833, 0.1192, 0.1161, 0.1051, 0.1113, -0.2069, -0.2779, -0.0310, -0.0432, 0.1344, 0.1037, 0.0917, 0.1056, 0.0947, 0.0329, -0.1949, -0.1837, -0.1379, -0.0661, 0.1150, 0.1013, 0.1066, 0.1264, 0.0392, 0.0305, -0.1798, -0.2089, -0.0789, -0.0917, 0.0984, 0.1197, 0.1206, 0.0839, 0.0408, 0.0120, -0.1015, -0.2056, -0.0676, -0.0476, 0.1046, 0.1116, 0.1375, 0.1132, 0.0671, 0.0748, -0.2571, -0.1743, -0.1787, -0.0498, 0.1274, 0.1197, 0.1292, 0.1276, 0.0436, 0.1031, -0.1786, -0.1558, -0.0896, -0.0525, 0.0991, 0.0755, 0.1129, 0.0799, 0.0592, 0.0574, -0.2068, -0.1575, -0.1563, -0.0472, 0.0769, 0.1173, 0.1190, 0.1019, 0.1051, 0.0494]}